Density functional theory data (the ωB97M-V functional and the def2-TZVPD basis) for the ion C3H10NS with charge +2 in a non-equilibrium geometry.

## Properties
<S²>: 0.774
LUMO (alpha / beta) (eV): -9.37 / -13.73
F_max (hartree/bohr): 0.03358
Gap between HOMO and LUMO (alpha / beta) (eV): 11.48 / 7.71
HOMO (alpha / beta) (eV): -20.843 / -21.441
2S+1: 2
Energy (hartree): -572.45920
Charge: +2

```
15
C3H10NS | the OMol25 dataset | the ωB97M-V functional and the def2-TZVPD basis
C 0.32 -1.67 -0.22
N -0.23 -1.80 0.99
H 1.35 -1.97 -0.30
H -0.34 -1.92 -1.05
H 0.39 -1.85 1.80
H -1.23 -1.84 1.12
C -1.34 0.87 -0.67
S 0.37 0.40 -0.83
C 1.33 1.53 0.18
H -1.44 1.83 -0.17
H -2.00 0.16 -0.18
H -1.71 1.00 -1.70
H 1.07 2.53 -0.17
H 1.09 1.42 1.24
H 2.37 1.30 -0.04
```

---

Density functional theory data (the ωB97M-V functional and the def2-TZVPD basis) for an isolated molecule of CH2N4O2 in a non-equilibrium geometry.

## Properties
SMILES string: [H]/N=c1/nnon1O
LUMO (eV): -0.80
F_max (hartree/bohr): 0.08620
Gap between HOMO and LUMO (eV): 9.70
HOMO (eV): -10.504
Energy (hartree): -408.58945
Charge: 0

```
9
CH2N4O2 | the OMol25 dataset | the ωB97M-V functional and the def2-TZVPD basis
C -0.02 0.87 0.09
H -2.10 -1.39 0.27
H -1.90 1.35 -0.10
N -0.49 -0.51 0.49
N 1.67 -0.38 -0.24
N 1.42 0.81 0.07
N -0.80 1.86 -0.09
O -1.62 -0.84 -0.28
O 0.56 -1.35 0.00
```

---

Density functional theory data (the ωB97M-V functional and the def2-TZVPD basis) for a structure of composition C26H25BiIN4O3.

## Properties
LUMO (eV): -3.22
F_max (hartree/bohr): 0.00866
Gap between HOMO and LUMO (eV): 7.51
HOMO (eV): -10.725
Energy (hartree): -1962.64811
Charge: +1

```
60
C26H25BiIN4O3 | the OMol25 dataset | the ωB97M-V functional and the def2-TZVPD basis
Bi 0.56 1.67 0.51
C 2.95 -0.44 4.29
C 1.82 -1.27 3.77
N 1.64 -2.46 4.27
C 0.56 -3.20 3.87
C -0.37 -2.76 2.98
C -1.54 -3.64 2.63
O -2.79 -3.04 2.94
C -0.18 -1.47 2.41
C -1.18 -0.97 1.50
N -1.17 0.12 0.80
C -2.30 0.29 -0.07
C -2.71 -0.76 -0.89
C -3.78 -0.60 -1.76
C -4.44 0.61 -1.83
C -4.04 1.67 -1.03
C -2.98 1.50 -0.15
I -2.45 3.11 1.05
C 0.93 -0.72 2.77
O 1.20 0.46 2.29
H 3.60 -1.07 4.89
H 2.57 0.37 4.92
H 3.50 0.04 3.49
H 0.47 -4.18 4.32
H -1.42 -4.60 3.14
H -1.58 -3.85 1.56
H -2.88 -2.98 3.90
H -2.07 -1.58 1.41
H -2.16 -1.69 -0.87
H -4.08 -1.43 -2.39
H -5.27 0.74 -2.52
H -4.55 2.62 -1.08
C 2.96 -2.02 0.32
N 3.82 -0.96 0.83
C 3.58 0.33 0.58
N 4.44 1.26 1.05
O 2.56 0.68 -0.08
H 3.16 -2.91 0.91
H 3.15 -2.22 -0.73
H 1.92 -1.75 0.46
H 4.68 -1.21 1.28
H 5.32 1.01 1.46
H 4.30 2.21 0.76
C -0.95 4.17 -4.42
C -0.72 4.51 -3.06
C -0.35 3.55 -2.17
C -0.18 2.19 -2.56
C 0.19 1.16 -1.65
C 0.34 -0.12 -2.10
C 0.13 -0.45 -3.46
C -0.24 0.52 -4.34
C -0.41 1.86 -3.92
C -0.80 2.88 -4.83
H -1.25 4.93 -5.12
H -0.84 5.53 -2.74
H -0.20 3.85 -1.13
H 0.63 -0.92 -1.42
H 0.26 -1.47 -3.79
H -0.40 0.28 -5.38
H -0.97 2.61 -5.86
```

---

Density functional theory data (the ωB97M-V functional and the def2-TZVPD basis) for a cluster of 3 separate species, C28H42F5N2O7PS2 in total in a non-equilibrium geometry.

## Properties
SMILES string: CCCN[C@H]1[C@H](S(=O)(=O)C(F)(F)C(F)(F)F)[C@H](P(N)O)[C@@H](CCCCCOCC)OS1(=O)=O.c1ccccc1.c1ccccc1
LUMO (eV): 0.16
F_max (hartree/bohr): 0.02522
Gap between HOMO and LUMO (eV): 9.28
HOMO (eV): -9.119
Energy (hartree): -3365.31702
Charge: 0

```
87
C28H42F5N2O7PS2 | the OMol25 dataset | the ωB97M-V functional and the def2-TZVPD basis
C -0.38 6.20 2.40
C -1.75 6.21 1.72
C -1.78 5.42 0.40
N -2.86 4.42 0.31
C -2.44 3.08 0.63
C -3.67 2.25 1.12
S -3.40 2.15 2.90
O -2.27 1.31 3.19
O -3.35 3.52 3.35
C -4.80 1.44 3.92
F -4.90 0.13 3.79
F -4.35 1.68 5.15
C -6.20 2.14 3.76
F -6.18 3.01 2.76
F -6.50 2.80 4.86
F -7.13 1.24 3.56
C -3.83 0.97 0.28
P -5.28 -0.15 0.65
N -6.52 1.07 0.48
O -5.45 -1.00 -0.74
C -2.45 0.28 0.21
C -2.37 -1.22 0.04
C -2.37 -2.01 1.35
C -1.18 -1.75 2.31
C 0.14 -1.31 1.68
C 0.80 -2.38 0.82
O 1.90 -1.82 0.12
C 1.62 -1.52 -1.23
C 2.72 -0.65 -1.79
O -1.80 0.87 -0.97
S -1.47 2.42 -0.82
O -0.09 2.54 -0.45
O -1.95 3.08 -1.99
H 0.43 6.21 1.67
H -0.26 5.33 3.04
H -0.25 7.08 3.03
H -2.04 7.25 1.54
H -2.48 5.80 2.43
H -1.91 6.12 -0.43
H -0.82 4.94 0.24
H -3.57 4.65 1.00
H -1.69 3.11 1.43
H -4.53 2.89 0.95
H -4.03 1.34 -0.73
H -7.19 0.79 -0.24
H -6.14 1.95 0.14
H -5.78 -0.48 -1.48
H -1.83 0.55 1.06
H -1.42 -1.42 -0.47
H -3.14 -1.61 -0.63
H -2.43 -3.08 1.13
H -3.29 -1.79 1.90
H -0.98 -2.70 2.82
H -1.48 -1.06 3.09
H 0.83 -1.09 2.49
H 0.07 -0.40 1.09
H 1.22 -3.15 1.47
H 0.10 -2.83 0.11
H 1.59 -2.45 -1.82
H 0.65 -1.01 -1.36
H 2.59 -0.53 -2.87
H 3.70 -1.10 -1.63
H 2.73 0.35 -1.34
C 5.63 -0.27 -4.66
C 5.99 -1.36 -5.43
C 6.99 -2.23 -4.99
C 7.62 -2.00 -3.78
C 7.26 -0.90 -3.01
C 6.27 -0.04 -3.44
H 4.85 0.40 -4.99
H 5.49 -1.55 -6.37
H 7.27 -3.08 -5.60
H 8.40 -2.67 -3.44
H 7.76 -0.73 -2.06
H 5.99 0.82 -2.84
C 5.01 -4.97 -2.01
C 4.61 -6.30 -1.88
C 3.88 -6.70 -0.77
C 3.55 -5.77 0.22
C 3.95 -4.45 0.09
C 4.68 -4.05 -1.02
H 5.58 -4.66 -2.88
H 4.86 -7.02 -2.65
H 3.57 -7.73 -0.66
H 2.98 -6.08 1.08
H 3.69 -3.72 0.85
H 5.00 -3.02 -1.12
```

---

Density functional theory data (the ωB97M-V functional and the def2-TZVPD basis) for a structure of composition C3H8N2O2 in a non-equilibrium geometry.

## Properties
LUMO (eV): 0.41
F_max (hartree/bohr): 0.11842
Gap between HOMO and LUMO (eV): 9.72
HOMO (eV): -9.304
Energy (hartree): -379.03853
Charge: 0

```
15
C3H8N2O2 | the OMol25 dataset | the ωB97M-V functional and the def2-TZVPD basis
H -0.24 1.30 -0.27
O -0.46 2.20 -1.10
N 0.16 0.25 0.48
H -1.42 2.29 -0.90
C -0.83 -0.85 0.57
C 1.19 0.05 1.24
C -0.29 -1.70 1.52
N 1.04 -1.19 1.87
H 1.62 -1.46 2.70
H 2.02 0.62 1.33
H -0.73 -2.57 1.99
H -1.66 -0.86 -0.17
O -0.42 0.39 -3.30
H -0.88 1.09 -3.57
H -0.45 0.52 -2.41
```

---

Density functional theory data (the ωB97M-V functional and the def2-TZVPD basis) for an isolated molecule of C4H9N in a non-equilibrium geometry.

## Properties
SMILES string: C/C=C/CN
LUMO (eV): 1.21
F_max (hartree/bohr): 0.07131
Gap between HOMO and LUMO (eV): 10.48
HOMO (eV): -9.269
Energy (hartree): -212.49277
Charge: 0

```
14
C4H9N | the OMol25 dataset | the ωB97M-V functional and the def2-TZVPD basis
C 2.54 -0.24 -0.04
C 1.10 0.41 -0.31
C 0.10 -0.24 0.25
C -1.31 0.48 0.30
H 2.22 -1.26 0.35
H 3.22 -0.18 -0.93
H 3.08 0.23 0.93
H 1.07 1.52 -0.57
H 0.25 -1.21 0.69
H -1.68 0.65 1.34
H -1.16 1.53 0.02
H -2.47 -1.20 0.19
H -2.12 -0.57 -1.26
N -2.43 -0.29 -0.28
```

---

Density functional theory data (the ωB97M-V functional and the def2-TZVPD basis) for an isolated molecule of C4H6N2O.

## Properties
LUMO (eV): 0.42
F_max (hartree/bohr): 0.01158
Gap between HOMO and LUMO (eV): 7.81
HOMO (eV): -7.382
Energy (hartree): -340.65102
Charge: 0

```
13
C4H6N2O | the OMol25 dataset | the ωB97M-V functional and the def2-TZVPD basis
N 0.31 -0.36 1.88
C 0.26 -0.20 0.53
C -0.59 0.78 -0.26
O -1.88 0.91 0.29
C -0.41 0.49 -1.74
C 0.63 -0.35 -1.73
N 1.01 -0.80 -0.36
H 0.29 -1.27 2.33
H -0.12 0.38 2.40
H -2.46 0.89 -0.48
H -0.04 1.74 -0.21
H 1.24 -0.77 -2.52
H 1.75 -1.45 -0.13
```

---

What did we get for energy above the lowest of the compared OMol25 structures with the same formula, charge and spin? Answer: 1.553; 5.336; 0.219; 0.000; 2.789; 1.589; 3.915 eV, in the order shown.